1.
Molecular formula: C35H53CaN2PS2
Method: DFT, ωB97M-V/def2-TZVPD

```
94
Properties=species:S:1:pos:R:3
Ca -0.36040 0.25710 -0.05380
C -0.87620 -3.04750 -0.14250
N -1.33110 -1.97230 0.72630
C -2.77330 -1.75500 0.60470
C -3.22260 -1.36240 -0.80070
N -2.62170 -0.11840 -1.28170
C -3.37360 1.04240 -0.82110
C -2.49100 -0.17160 -2.72020
C -3.62080 -0.11220 -3.53010
C -3.54500 -0.26010 -4.90220
C -2.30730 -0.47230 -5.49170
C -1.17590 -0.51350 -4.71080
C -1.23310 -0.37470 -3.31610
S 0.27260 -0.51860 -2.46600
C -0.97700 -2.12250 2.10660
C -0.63500 -3.34740 2.66880
C -0.26290 -3.45280 4.00090
C -0.29370 -2.33590 4.81660
C -0.67410 -1.12180 4.28560
C -0.97710 -0.98180 2.93190
S -1.36040 0.60770 2.35180
H -1.52510 -3.93350 -0.08760
H 0.14280 -3.32430 0.12560
H -0.85250 -2.69340 -1.17380
H -3.05570 -0.96390 1.30620
H -3.32000 -2.67110 0.88760
H -4.32340 -1.28080 -0.78100
H -2.97280 -2.15960 -1.50710
H -4.45140 0.96160 -1.02970
H -2.99010 1.93640 -1.31400
H -3.24190 1.16060 0.25780
H -4.59020 0.02690 -3.06970
H -4.44220 -0.22950 -5.50500
H -2.22930 -0.61440 -6.55950
H -0.20350 -0.66880 -5.15740
H -0.65410 -4.24810 2.06940
H 0.02920 -4.41360 4.39810
H -0.02630 -2.41100 5.86010
H -0.74430 -0.24270 4.90900
C 4.43980 1.51850 3.53200
C 3.00000 1.01560 3.36660
C 2.54420 0.35970 4.66580
C 2.91110 0.10550 2.15920
C 2.50860 -1.22200 2.23890
C 2.53690 -2.04260 1.12110
C 2.96900 -1.57340 -0.11100
C 3.08080 -2.46820 -1.30630
C 3.33210 -0.23340 -0.20290
C 3.30370 0.58490 0.90900
H 4.52480 2.12930 4.42860
H 4.74980 2.12060 2.68330
H 5.12250 0.67670 3.62000
H 2.34660 1.87870 3.18290
H 3.18280 -0.48230 4.92390
H 1.51950 0.01300 4.58130
H 2.58610 1.08370 5.47690
H 2.19270 -1.64510 3.17890
H 2.25590 -3.08210 1.23350
H 2.23500 -2.30380 -1.97430
H 3.10080 -3.51470 -1.01400
H 3.98930 -2.24120 -1.86130
H 3.67490 0.15890 -1.15360
H 3.63890 1.60730 0.81070
C 2.45220 4.34890 1.15480
C 1.95590 4.50160 -0.28000
C 3.01760 4.01180 -1.26600
P 0.32720 3.56530 -0.46880
C -0.09190 4.11920 -2.22870
C -1.56840 4.40950 -2.48500
C 0.35730 3.01190 -3.18170
C -0.86470 4.59910 0.56220
C -0.69050 6.11400 0.46710
C -0.90670 4.15710 2.02550
H 3.47900 4.70450 1.24280
H 2.41520 3.30320 1.45710
H 1.84120 4.92230 1.84690
H 1.76220 5.56080 -0.48690
H 3.15240 2.93110 -1.19570
H 3.97220 4.49270 -1.04340
H 2.75670 4.27190 -2.29060
H 0.48260 5.03230 -2.42770
H -2.18080 3.55160 -2.20940
H -1.71960 4.59280 -3.54980
H -1.92470 5.28340 -1.94670
H -0.31910 2.16200 -3.10160
H 1.36010 2.65720 -2.95690
H 0.33910 3.35790 -4.21260
H -1.83780 4.32860 0.12910
H 0.18490 6.44970 1.01970
H -1.56210 6.60260 0.90190
H -0.59660 6.44800 -0.56430
H -0.08810 4.57380 2.60450
H -0.87170 3.07220 2.11490
H -1.83480 4.49650 2.48270
```

Values from the calculation:
HOMO energy: -7.215 eV
E: -3290.444399 Eh
LUMO level: 0.710 eV
Relative energy (zero: lowest compared OMol25 entry of this formula, charge and spin): 1.4 kcal/mol
F_max: 1.004 eV/A

---

2.
Molecular formula: C35H53N4OP2Tc
Method: DFT, ωB97M-V/def2-TZVPD

```
96
Properties=species:S:1:pos:R:3
C -0.06891 3.18133 0.59379
C -1.86114 2.68869 -0.84746
C -0.47237 4.50928 0.69246
C -2.15730 4.07624 -0.92926
C -1.47766 4.97928 -0.14398
H 0.04630 5.13904 1.40988
H -2.98082 4.37687 -1.57880
H -1.71352 6.04607 -0.17375
N -0.69312 2.29653 -0.19574
P 1.93832 1.17634 0.79986
P -2.54097 -0.00472 -0.99214
C 1.07482 2.68913 1.46725
H 1.80183 3.49521 1.65105
H 0.66341 2.42520 2.45714
C 0.91741 -1.60038 0.02051
O 1.34814 -2.67585 0.22955
C -2.80306 1.73439 -1.30411
H -3.68180 2.12300 -1.82152
C -2.50833 -1.24612 -2.52373
C -4.26264 -0.14150 -0.17439
C 3.31827 1.93298 -0.26918
C 2.74820 0.47643 2.36421
C -1.20304 -2.04741 -2.51656
H -1.05194 -2.55014 -1.55258
H -1.26853 -2.82843 -3.28812
H -0.32680 -1.43563 -2.74127
C -3.62179 -2.29459 -2.43566
H -3.50059 -2.91092 -1.53817
H -4.62878 -1.87105 -2.45789
H -3.53261 -2.96893 -3.30050
C -2.61163 -0.43140 -3.81201
H -2.58350 -1.12636 -4.66794
H -3.54506 0.14186 -3.88128
H -1.76952 0.26559 -3.91728
C -4.40766 -1.51250 0.49920
H -3.46542 -1.84753 0.94564
H -5.14743 -1.43861 1.30825
H -4.75994 -2.28846 -0.18678
C -4.38127 0.95058 0.89502
H -3.55678 0.92101 1.61008
H -4.40084 1.94807 0.44120
H -5.31958 0.79453 1.44420
C -5.37540 0.10372 -1.22823
H -5.02321 0.18829 -2.26380
H -6.12057 -0.70267 -1.18709
H -5.90997 1.03776 -1.00120
C 3.72253 -0.63297 1.95025
H 4.05778 -1.14762 2.86267
H 3.23502 -1.38256 1.31155
H 4.61333 -0.25041 1.44183
C 1.68175 -0.16395 3.25214
H 0.95538 0.56851 3.61967
H 1.15002 -0.96525 2.73082
H 2.18042 -0.60632 4.12749
C 3.44105 1.54427 3.22562
H 3.59591 1.11290 4.22509
H 4.42578 1.83462 2.85201
H 2.82559 2.44290 3.35587
C 2.66117 2.91060 -1.25437
H 3.44120 3.31091 -1.91790
H 1.92229 2.42401 -1.89085
H 2.17978 3.75205 -0.74209
C 4.08930 0.85053 -1.04163
H 3.45593 0.26634 -1.71130
H 4.83770 1.36468 -1.66575
H 4.61561 0.15539 -0.37966
C 4.36539 2.71902 0.53528
H 3.92858 3.45355 1.22167
H 5.05300 2.06020 1.08022
H 4.97847 3.27790 -0.18902
Tc 0.20539 0.12046 -0.27400
N 1.11513 0.15758 -1.93104
C 1.67328 0.29357 -3.00673
C 1.47173 0.91791 -4.28920
C 2.29069 0.64058 -5.40460
C 0.41670 1.86141 -4.41164
C 2.07069 1.31897 -6.60264
H 3.08918 -0.09887 -5.29933
C 0.22511 2.54815 -5.60639
H -0.24451 2.03933 -3.55421
C 1.04751 2.27489 -6.70449
H 2.68737 1.10476 -7.47750
H -0.59062 3.27151 -5.68735
H 0.87170 2.79097 -7.64848
C -2.15851 -3.14531 3.78896
N -1.78454 -1.92940 3.08297
C -1.94649 -0.62136 3.53065
C -1.47967 0.20020 2.54171
N -0.96671 -0.60172 1.51514
C -1.22831 -1.87824 1.83934
H -1.65263 -3.19431 4.76445
H -3.24527 -3.17956 3.96112
H -1.85935 -4.01018 3.18446
H -2.36026 -0.38450 4.49678
H -1.47841 1.28336 2.50871
H -1.06342 -2.78451 1.26286
```

Values from the calculation:
HOMO energy (spin up / spin down): -15.620 / -15.920 eV
2S+1: 4
Charge: +3
E: -2422.217389 Eh
LUMO level (spin up / spin down): -9.396 / -13.359 eV
Relative energy (zero: lowest compared OMol25 entry of this formula, charge and spin): 11.0 kcal/mol
⟨S²⟩: 3.834
F_max: 6.178 eV/A